Run i
Density functional theory data (wB97M-V/def2-TZVPD) for C21H45N2OP3RuS as an isolated structure.

The geometry in XYZ format:
```
74
C21H45N2OP3RuS wB97M-V/def2-TZVPD
Ru 0.22257 -0.25562 0.07276
P -1.42093 -1.75888 0.27363
P 1.41224 -0.92618 1.89479
P 1.32390 -1.78705 -1.22656
H -0.72378 4.67252 -3.11698
C -1.04757 4.05624 -3.95652
C -2.17048 3.33186 -3.96816
H -2.95832 3.32393 -3.21547
C -2.91882 -1.11963 1.09349
C -1.23610 -3.34939 1.20165
C -2.08003 -2.23603 -1.38806
C 2.76847 0.29410 2.05338
C 0.54321 -1.04374 3.51180
C 2.29627 -2.54802 1.97585
C 0.98641 -1.85443 -3.02072
C 1.59404 -3.60503 -1.00747
C 3.02293 -1.11436 -1.07635
H -0.45991 4.12087 -4.89808
H -2.37636 2.75568 -4.88133
H -3.21584 -0.13476 0.71036
H -2.75258 -1.04653 2.17540
H -3.72899 -1.83696 0.90684
H -1.10868 -3.17681 2.27568
H -0.41376 -3.98962 0.87549
H -2.16016 -3.92774 1.07712
H -2.32480 -1.33362 -1.96939
H -2.99305 -2.82226 -1.21423
H -1.36576 -2.84650 -1.95595
H 3.24570 0.19722 3.03786
H 2.35605 1.30426 1.92762
H 3.50712 0.12277 1.25848
H 1.08513 -1.77445 4.13392
H -0.48753 -1.40091 3.36582
H 0.53806 -0.06592 4.00813
H 3.33381 -2.44609 1.62165
H 1.78312 -3.32477 1.39008
H 2.30657 -2.90250 3.01902
H 1.48076 -2.73476 -3.45609
H 1.36984 -0.96519 -3.52459
H -0.08573 -1.93837 -3.21752
H 1.79922 -4.07285 -1.98296
H 0.70163 -4.09149 -0.59786
H 2.46459 -3.79516 -0.36700
H 3.56187 -1.33558 -2.00402
H 3.54727 -1.60023 -0.24482
H 3.02489 -0.02802 -0.91089
C -0.72314 1.31748 -3.25196
C 0.49036 2.05575 -2.87088
C 1.51565 2.22623 -3.74975
C 1.42180 1.74867 -5.04989
C 0.33909 0.94568 -5.43614
C -0.68703 0.67190 -4.56151
O -1.78117 1.32112 -2.53438
H -0.54922 0.16523 -1.45484
H 0.44760 2.56320 -1.89625
H 2.36505 2.79966 -3.41796
H 2.17028 2.05307 -5.77252
H 0.28131 0.49735 -6.42919
H -1.54584 0.05631 -4.85170
S -1.08638 1.67174 0.77577
C -1.05930 1.86408 2.49623
N -2.15655 1.61095 3.24256
C -2.03753 1.48958 4.71319
C -1.25672 2.67266 5.25630
C 0.02528 2.90482 4.50901
N 0.03535 2.30876 3.16571
H -2.87913 1.04274 2.80430
H -1.55878 0.52771 4.98507
H -3.06519 1.47304 5.08965
H -1.01051 2.40984 6.28155
H -1.85015 3.59074 5.26541
H 0.86058 2.43836 5.03414
H 0.25239 3.97290 4.43594
H 0.79541 2.61040 2.56229
```

Net charge: +4
⟨S²⟩: 6.06
Multiplicity: 5

Atomic partial charges in e from the Löwdin method, atoms 1 to 5:
1 Ru 0.374
2 P 0.706
3 P 0.734
4 P 0.728
5 H 0.128

Run ii
Density functional theory data (wB97M-V/def2-TZVPD) for C21H45N2OP3RuS as an isolated structure.

The geometry in XYZ format:
```
74
C21H45N2OP3RuS wB97M-V/def2-TZVPD
Ru -0.37528 0.52203 0.04578
P 0.73444 2.01379 -1.39024
P -1.18328 2.06159 1.46075
P -2.34110 0.29621 -1.18248
H 0.88034 -9.02804 -1.58468
C 0.44764 -8.80674 -2.55712
C 1.20536 -8.50432 -3.60825
H 2.28949 -8.46560 -3.53986
C 2.56093 2.26698 -1.23791
C 0.24083 3.79826 -1.42988
C 0.60613 1.59956 -3.17920
C -2.27918 1.40751 2.79518
C -0.05315 3.10182 2.49564
C -2.23626 3.45379 0.83669
C -2.27150 -0.91876 -2.56519
C -3.21275 1.69362 -2.02529
C -3.74632 -0.39821 -0.22069
H -0.63658 -8.84547 -2.62547
H 0.77261 -8.28311 -4.58059
H 3.06510 1.30365 -1.14300
H 2.78221 2.85314 -0.34122
H 2.96126 2.79550 -2.11034
H 0.36873 4.23413 -0.43521
H -0.81150 3.88798 -1.70995
H 0.84711 4.36448 -2.14614
H 1.08898 0.63408 -3.35588
H 1.07733 2.36321 -3.80763
H -0.45049 1.48426 -3.42972
H -2.58498 2.18949 3.49931
H -1.74261 0.61734 3.32702
H -3.17019 0.96005 2.34621
H -0.62396 3.83672 3.07412
H 0.64681 3.63337 1.84488
H 0.52015 2.47886 3.18611
H -3.16952 3.52578 1.40673
H -2.47319 3.31499 -0.21869
H -1.68976 4.39516 0.94245
H -3.13564 -0.78541 -3.22556
H -2.27492 -1.93017 -2.15467
H -1.35149 -0.79278 -3.13972
H -3.82033 1.31123 -2.85274
H -2.49113 2.41375 -2.41897
H -3.87212 2.20801 -1.32066
H -4.52384 -0.79682 -0.88248
H -4.17024 0.37940 0.41970
H -3.35992 -1.19666 0.41774
C 0.04149 -2.28262 -1.34335
C -0.52771 -3.00339 -0.26596
C -0.74477 -4.37793 -0.35270
C -0.41088 -5.09157 -1.50510
C 0.15369 -4.39513 -2.57933
C 0.37700 -3.02446 -2.50651
O 0.29289 -0.98366 -1.33788
H -1.12280 -0.56676 1.02143
H -0.79998 -2.44729 0.62686
H -1.18354 -4.89693 0.49750
H -0.58518 -6.16178 -1.56653
H 0.42224 -4.92888 -3.48868
H 0.82086 -2.48907 -3.34251
S 1.84877 -0.01207 1.19064
C 2.24362 0.99864 2.39958
N 3.22619 2.00402 2.18748
C 3.55488 2.92058 3.25243
C 3.77129 2.10979 4.51821
C 2.47499 1.35759 4.88582
N 1.88377 0.66871 3.74269
H 3.78431 2.01275 1.32447
H 2.71980 3.63533 3.41218
H 4.46555 3.50005 2.98351
H 4.08577 2.75798 5.36374
H 4.58369 1.37709 4.31664
H 1.71770 2.05842 5.29802
H 2.73440 0.62326 5.67753
H 1.12772 -0.01033 3.91092
```

Net charge: +4
⟨S²⟩: 6.05
Multiplicity: 5

Atomic partial charges in e from the Löwdin method, atoms 1 to 5:
1 Ru 0.455
2 P 0.734
3 P 0.692
4 P 0.766
5 H 0.130

Which of them is the most stable? Correct choice: run ii.

Run i
Density functional theory data (wB97M-V/def2-TZVPD) for a 2-piece molecular cluster, C4H13NO overall.

The geometry in XYZ format:
```
19
C4H13NO wB97M-V/def2-TZVPD
C 0.50724 -0.47103 -0.65720
C 0.69713 0.90301 -0.06064
C -0.39961 1.41277 0.85476
C 1.89448 0.61173 0.96904
N 3.05431 0.24704 0.12038
H 0.94963 -1.30828 -0.13781
H 0.89630 -0.52407 -1.71295
H -0.47268 -0.84953 -0.55124
H 0.82933 1.69148 -0.83882
H -1.34425 0.93275 0.63369
H -0.31626 1.18719 1.96368
H -0.37775 2.61901 0.72206
H 1.39499 -0.15815 1.58618
H 2.31470 1.38431 1.76829
H 2.90405 0.14096 -0.81474
H 3.45647 -0.64836 0.50397
O -4.71094 -2.01302 -1.04243
H -4.76626 -2.53278 -1.84455
H -5.35635 -2.29848 -0.41673
```

Net charge: 0
SMILES: CC(C)CN.O

Atomic partial charges in e from the Löwdin method, atoms 1 to 5:
1 C -0.109
2 C -0.424
3 C -0.118
4 C -0.270
5 N -0.022

Run ii
Density functional theory data (wB97M-V/def2-TZVPD) for a 2-piece molecular cluster, C4H13NO overall.

The geometry in XYZ format:
```
19
C4H13NO wB97M-V/def2-TZVPD
C -1.20024 -1.67218 -0.03912
C -1.42453 -0.65403 1.05136
C -2.20583 0.61773 0.59123
H -0.74605 -1.27636 -0.96077
H -0.52832 -2.53470 0.14608
H -2.13375 -2.08536 -0.32468
H -2.13227 -1.07809 1.82847
H -0.41024 -0.21927 1.37581
H -2.43325 1.16732 1.52458
H -3.23433 0.24659 0.20635
H -1.77857 1.35755 -0.04012
N 2.25695 -0.42738 -0.47868
C 1.74169 0.91452 -0.75300
O 2.91833 1.92448 -0.32100
H 2.79428 -0.46612 0.39263
H 3.10508 -0.58273 -1.08126
H 0.86459 1.17519 -0.12893
H 1.48262 1.05206 -1.84767
H 3.06384 2.54079 -1.14126
```

Net charge: 0
SMILES: CCC.NCO

Atomic partial charges in e from the Löwdin method, atoms 1 to 5:
1 C -0.158
2 C -0.324
3 C -0.144
4 H 0.065
5 H 0.076

Which of them is the most stable? Correct choice: run ii.

Run i
Density functional theory data (wB97M-V/def2-TZVPD) for one molecule with the formula C3H6ClNS.

The geometry in XYZ format:
```
12
C3H6ClNS wB97M-V/def2-TZVPD
C -1.32251 -0.25556 -0.70016
N 0.01919 -0.80904 -0.51430
C 1.07229 -0.42186 0.22412
S 2.46937 -1.23642 0.03201
C 0.75029 0.72227 1.11409
Cl 0.62152 2.35510 0.18162
H -1.99325 -1.06316 -0.99733
H -1.61205 0.23369 0.16056
H -1.31317 0.53100 -1.59134
H 0.26730 -1.57420 -1.23395
H 1.34226 0.88991 2.00408
H -0.30124 0.62828 1.32058
```

Net charge: 0
SMILES: CNC(=S)CCl

Atomic partial charges in e from the Löwdin method, atoms 1 to 5:
1 C -0.088
2 N -0.113
3 C -0.963
4 S 0.648
5 C -0.475

Run ii
Density functional theory data (wB97M-V/def2-TZVPD) for one molecule with the formula C3H6ClNS.

The geometry in XYZ format:
```
12
C3H6ClNS wB97M-V/def2-TZVPD
C 1.01618 1.41381 0.38881
N 0.39332 0.11494 0.57331
C -0.34699 -0.33760 -0.50250
Cl -1.84707 0.69855 -0.88622
C -0.93097 -1.85376 -0.29488
S 0.02216 -3.04829 0.17355
H 1.76958 1.33522 -0.39581
H 0.29388 2.18627 0.10037
H 1.50234 1.70659 1.31501
H -0.12088 0.06464 1.44504
H 0.23419 -0.31858 -1.42568
H -1.98573 -1.96179 -0.49101
```

Net charge: 0
SMILES: CN[C@H](Cl)C=S

Atomic partial charges in e from the Löwdin method, atoms 1 to 5:
1 C -0.121
2 N -0.150
3 C -0.743
4 Cl 0.498
5 C -0.659

Which of them is the most stable? Correct choice: run i.

Run i
Density functional theory data (wB97M-V/def2-TZVPD) for a 2-piece molecular cluster, C4H3Br overall.

The geometry in XYZ format:
```
8
C4H3Br wB97M-V/def2-TZVPD
C -0.00116 1.49914 0.45912
C 0.42674 2.71061 0.38115
C -0.43534 0.30215 0.19885
C 0.29967 -0.94148 0.15391
Br 0.52270 -1.47099 -1.74685
H -1.96312 0.40691 -0.59110
H -0.06577 -1.82320 0.57867
H 1.21627 -0.68313 0.56625
```

Net charge: 0

Atomic partial charges in e from the Löwdin method, atoms 1 to 5:
1 C -0.287
2 C 0.136
3 C -0.241
4 C -0.578
5 Br 0.625

Run ii
Density functional theory data (wB97M-V/def2-TZVPD) for one molecule with the formula C4H3Br.

The geometry in XYZ format:
```
8
C4H3Br wB97M-V/def2-TZVPD
C -2.22497 -0.05882 0.09191
C -1.08018 0.26576 0.07091
C 0.41732 0.56070 0.12316
C 1.27393 -0.32172 -0.43462
Br 3.11996 -0.08092 0.03627
H -3.30399 -0.36442 0.12433
H 0.65443 1.38164 0.89267
H 1.14350 -1.38222 -0.90464
```

Net charge: 0
SMILES: C#C/C=C/Br

Atomic partial charges in e from the Löwdin method, atoms 1 to 5:
1 C 0.073
2 C -0.154
3 C -0.238
4 C -0.576
5 Br 0.613

Which of them is the most stable? Correct choice: run ii.